Model P:
Entry from OMol25: a structure of composition C6H14N2 (ωB97M-V/def2-TZVPD).

The geometry in XYZ format:
```
22
C6H14N2 (ωB97M-V/def2-TZVPD)
C 0.14 1.83 -0.90
C 0.06 0.25 -0.77
C 1.40 -0.44 -1.23
C -0.49 -0.32 0.58
C -1.77 -0.85 0.62
C 0.28 -0.04 1.70
H -0.76 2.25 -0.25
H 1.14 2.43 -0.35
H -0.01 2.07 -2.04
H 1.60 0.16 -2.12
H 2.03 -0.39 -0.33
H 1.10 -1.49 -1.47
H -1.82 -0.91 -1.53
H -1.65 1.05 -2.04
H -2.25 -1.18 1.64
H -2.39 -1.09 -0.25
H -0.17 0.00 2.67
H 0.68 1.11 1.82
H 1.58 -1.48 1.05
H 0.85 -1.85 2.89
N -0.98 0.02 -1.91
N 1.42 -1.12 2.20
```

Computed properties:
* frontier orbital gap: 10.0 eV
* HOMO: -9.29 eV

Model Q:
Entry from OMol25: a cluster of 2 separate species, C6H14N2 in total (ωB97M-V/def2-TZVPD).

The geometry in XYZ format:
```
22
C6H14N2 (ωB97M-V/def2-TZVPD)
H -2.34 -0.96 -0.14
N -2.14 -0.09 -0.65
C -1.14 0.56 -0.26
C -0.74 1.82 -0.94
C -0.48 0.29 1.33
N -0.66 -1.06 1.76
C 0.91 0.74 1.25
C 1.94 -0.08 0.94
H 0.32 1.78 -1.21
H -0.88 2.67 -0.28
H -1.34 1.96 -1.84
H -1.07 0.96 1.97
H -1.63 -1.28 1.96
H -0.30 -1.73 1.08
H 1.04 1.81 1.17
H 2.94 0.33 0.89
H 1.93 -1.11 1.29
C 0.70 -1.28 -1.67
H 0.17 -2.19 -1.39
H 1.55 -1.55 -2.29
H 0.01 -0.72 -2.30
H 1.22 -0.85 -0.68
```

Computed properties:
* frontier orbital gap: 9.6 eV
* HOMO: -8.60 eV
* SMILES: [H]/N=C(/C)[C@@H](N)C=C.C

Model R:
Entry from OMol25: the molecule C6H14N2 (ωB97M-V/def2-TZVPD).

The geometry in XYZ format:
```
22
C6H14N2 (ωB97M-V/def2-TZVPD)
C -0.62 0.02 -1.89
C -0.21 -0.85 -0.76
C -1.03 -1.82 -0.35
N -2.27 -2.26 -0.98
C 0.90 -0.32 0.13
C 0.63 1.12 0.77
C 1.94 1.80 1.20
N -0.38 0.95 1.80
H 0.08 0.69 -2.22
H -1.06 -0.51 -2.69
H -1.40 0.71 -1.42
H -0.65 -2.48 0.48
H -2.49 -3.28 -0.78
H -2.44 -1.76 -1.87
H 1.75 -0.26 -0.47
H 1.12 -0.99 0.97
H 0.22 1.74 -0.09
H 1.87 2.48 2.11
H 2.80 1.19 1.38
H 2.47 2.41 0.54
H -1.19 0.53 1.46
H -0.07 0.89 2.69
```

Computed properties:
* frontier orbital gap: 8.7 eV
* HOMO: -7.71 eV
* SMILES: C/C(=C\N)C[C@H](C)N

Best to worst by energy: model R, model Q, model P.

Model P:
Entry from OMol25: the molecule C3H5NO (ωB97M-V/def2-TZVPD).

The geometry in XYZ format:
```
10
C3H5NO (ωB97M-V/def2-TZVPD)
C 0.22 1.36 0.48
C 0.91 0.30 0.84
O 0.74 -1.07 1.13
N -0.05 -2.07 0.65
C -0.71 -1.73 -0.37
H 0.73 2.30 0.64
H -0.84 1.16 0.14
H 1.98 0.45 1.21
H -1.38 -2.40 -0.90
H -0.70 -0.68 -0.80
```

Computed properties:
* frontier orbital gap: 10.6 eV
* HOMO: -9.50 eV
* SMILES: C=CON=C

Model Q:
Entry from OMol25: the molecule C3H5NO (ωB97M-V/def2-TZVPD).

The geometry in XYZ format:
```
10
C3H5NO (ωB97M-V/def2-TZVPD)
O 0.59 -1.77 0.65
C 0.17 -0.82 -0.26
C 1.41 -0.59 0.42
C -1.09 1.21 -0.34
N -0.99 -0.10 -0.23
H 1.51 0.04 1.31
H 2.33 -0.73 -0.15
H -0.20 1.79 -0.12
H -1.90 1.64 -0.93
H -1.83 -0.66 -0.34
```

Computed properties:
* frontier orbital gap (spin up / spin down): 7.8 / 8.2 eV
* HOMO (spin up / spin down): -7.17 / -7.43 eV

Best to worst by energy: model P, model Q.

Model P:
Entry from OMol25: the molecule C3H5NO (ωB97M-V/def2-TZVPD).

The geometry in XYZ format:
```
10
C3H5NO (ωB97M-V/def2-TZVPD)
O 2.17 -0.84 0.56
C 1.19 -0.36 0.08
C 0.14 1.07 0.28
N -0.95 0.15 0.22
C -0.37 -0.87 -0.59
H 0.02 1.78 1.12
H 0.24 1.64 -0.65
H -1.17 -0.21 1.14
H -0.93 -1.81 -0.51
H -0.34 -0.56 -1.65
```

Computed properties:
* frontier orbital gap: 10.4 eV
* HOMO: -9.38 eV
* SMILES: O=C1CNC1

Model Q:
Entry from OMol25: the molecule C3H5NO (ωB97M-V/def2-TZVPD).

The geometry in XYZ format:
```
10
C3H5NO (ωB97M-V/def2-TZVPD)
C 2.32 -0.13 -0.04
C 1.00 -0.40 0.08
C -0.06 0.69 0.09
N -1.29 0.62 -0.03
O -1.81 -0.65 -0.12
H 3.16 -0.78 -0.04
H 2.62 0.90 -0.22
H 0.70 -1.42 0.18
H 0.25 1.68 -0.02
H -2.75 -0.48 0.49
```

Computed properties:
* frontier orbital gap: 10.2 eV
* HOMO: -9.42 eV
* SMILES: C=C/C=N\O

Best to worst by energy: model P, model Q.